Here is the molecule C19H17F3N2O3 at a distorted geometry from the Open Molecules 2025 dataset. Energies are from ωB97M-V with the def2-TZVPD basis set.

```
44
Properties=species:S:1:pos:R:3:forces:R:3
C -5.135 2.830 -5.631 -0.19 -0.06 -0.08
H -5.201 1.749 -5.798 0.00 0.04 0.02
O -3.901 3.190 -5.061 0.28 0.07 0.17
C -3.582 2.701 -3.831 0.04 -0.06 0.14
C -4.377 1.839 -3.084 -0.16 0.12 -0.41
C -3.945 1.405 -1.841 0.25 0.10 0.19
C -2.733 1.822 -1.317 -0.20 -0.09 0.13
C -1.940 2.684 -2.071 -0.12 -0.01 -0.08
C -2.355 3.117 -3.310 -0.09 0.01 -0.13
H -1.749 3.786 -3.900 0.08 0.09 -0.07
H -0.993 3.014 -1.672 0.14 0.06 0.04
C -2.242 1.338 0.022 0.02 0.16 -0.03
N -1.110 0.446 -0.134 -0.35 -0.21 -0.06
C 0.146 0.805 0.161 0.19 -0.71 -0.08
O 0.473 1.868 0.645 0.19 0.44 0.06
C 1.193 -0.272 -0.177 0.25 0.37 0.20
H 1.573 -0.064 -1.184 -0.05 -0.02 0.15
C 2.294 -0.344 0.887 -0.20 0.07 -0.16
C 2.088 -1.755 1.385 -0.46 0.60 -0.61
N 1.163 -2.367 0.752 0.29 -0.64 0.80
O 0.594 -1.583 -0.196 -0.22 0.42 -0.69
C 2.897 -2.502 2.345 0.31 -0.50 0.38
C 3.094 -3.859 2.067 0.00 0.16 0.01
C 3.876 -4.656 2.878 0.04 0.00 0.10
C 4.495 -4.114 3.992 -0.03 0.00 -0.04
C 4.296 -2.782 4.302 -0.03 0.07 -0.03
C 3.498 -1.977 3.496 -0.05 -0.01 -0.01
C 3.280 -0.555 3.935 0.05 0.35 0.19
F 3.971 0.332 3.190 0.09 -0.04 -0.19
F 3.668 -0.340 5.201 0.12 -0.18 0.17
F 1.990 -0.184 3.882 -0.19 -0.13 -0.14
H 4.755 -2.359 5.182 0.00 0.03 0.04
H 5.121 -4.723 4.624 0.06 -0.07 0.06
H 4.010 -5.699 2.636 0.01 -0.09 -0.03
H 2.615 -4.266 1.192 0.01 -0.05 -0.08
H 2.122 0.429 1.635 0.11 -0.11 -0.08
H 3.301 -0.216 0.487 -0.05 0.01 0.01
H -1.267 -0.463 -0.545 0.10 0.05 0.10
H -1.887 2.179 0.624 -0.13 -0.15 0.00
H -3.038 0.816 0.560 0.06 0.10 -0.01
H -4.574 0.736 -1.272 -0.06 -0.07 0.07
H -5.330 1.497 -3.456 -0.08 -0.01 -0.07
H -5.177 3.344 -6.590 -0.05 -0.06 0.06
H -5.975 3.155 -5.010 0.03 -0.03 -0.02
```
Positions in Å, forces in eV/Å.

Properties
HOMO ... -8.49 eV
SMILES ... COc1ccc(CNC(=O)[C@H]2CC(c3ccccc3C(F)(F)F)=NO2)cc1
Gap between HOMO and LUMO ... 8.8 eV
DFT total energy ... -1369.0387 hartree

What are the Löwdin partial charges on each atom? They are as follows, in elementary charge units: -0.092 0.095 -0.085 -0.279 -0.022 -0.039 -0.221 -0.024 0.004 0.118 0.117 -0.119 0.093 -0.453 0.072 -0.173 0.162 -0.030 -0.209 0.124 -0.082 -0.095 -0.012 -0.061 -0.063 -0.011 -0.056 -0.573 0.141 0.136 0.151 0.120 0.107 0.108 0.112 0.103 0.136 0.147 0.128 0.124 0.111 0.101 0.092 0.095